<1>
Density functional theory data (ωB97M-V/def2-TZVPD) for a cluster of 2 separate species, CH6N2P2 in total.

## Properties
Charge   0
Orbital gap   6.4263 eV
Spin multiplicity   1

Geometry (Å):
C  -0.013  -0.841  0.818
N  -1.282  0.457  -2.352
N  0.660  0.281  0.174
P  -0.996  -0.836  -3.088
P  -1.471  1.688  -1.363
H  -0.140  -0.407  1.832
H  -0.820  -1.148  0.144
H  0.698  -1.632  0.852
H  1.374  0.769  0.628
H  0.914  0.133  -0.779
H  -2.460  2.404  -2.138


<2>
Density functional theory data (ωB97M-V/def2-TZVPD) for the molecule CH6N2P2.

## Properties
Charge   0
Orbital gap (alpha / beta)   7.4980 / 7.5038 eV
Spin multiplicity   1

Geometry (Å):
C  -0.763  -0.737  -0.003
N  -0.997  0.610  0.449
N  -0.525  1.763  0.114
P  1.321  -1.015  0.129
P  2.240  0.806  0.082
H  -1.292  -1.417  0.709
H  -0.995  -1.017  -1.056
H  -1.093  0.630  1.409
H  -0.649  1.921  -0.834
H  1.385  -1.247  1.590
H  2.603  0.924  -1.345


It is <1> that is the most stable of them.


<1>
Density functional theory data (ωB97M-V/def2-TZVPD) for a cluster of 2 separate species, C3H3O2S in total.

## Properties
Charge   -1
Orbital gap   6.6752 eV
Spin multiplicity   1

Geometry (Å):
C  -0.394  -1.503  1.410
C  0.262  -0.588  1.928
C  1.051  0.992  -1.235
O  -1.704  1.743  -0.922
O  0.194  1.019  -2.458
S  -0.698  0.636  -1.154
H  -0.923  -1.786  0.527
H  0.741  -0.387  2.835
H  1.471  -0.126  -0.931


<2>
Density functional theory data (ωB97M-V/def2-TZVPD) for the ion C3H3O2S with charge -1.

## Properties
Charge   -1
Orbital gap   6.7512 eV
Spin multiplicity   1

Geometry (Å):
C  -1.223  0.316  0.677
C  -0.155  0.035  -0.398
C  -1.547  -0.516  -0.280
O  2.041  0.149  1.322
O  2.382  0.291  -1.120
S  1.773  -0.513  -0.004
H  -1.328  0.661  1.700
H  0.150  0.857  -1.103
H  -2.094  -1.280  -0.795


<3>
Density functional theory data (ωB97M-V/def2-TZVPD) for the ion C3H3O2S with charge -1.

## Properties
Charge   -1
Orbital gap   6.5342 eV
Spin multiplicity   1

Geometry (Å):
C  -0.030  0.404  -0.030
C  -2.220  0.073  0.668
C  1.416  -0.101  -0.046
O  -0.727  -0.532  0.590
O  -0.522  1.408  -0.460
S  -3.104  -0.520  -0.539
H  1.320  -1.041  -0.565
H  2.112  0.539  -0.562
H  1.757  -0.228  0.945


It is <3> that is the most stable of them.


<1>
Density functional theory data (ωB97M-V/def2-TZVPD) for a cluster of 2 separate species, C5H9N3O3 in total.

## Properties
Charge   0
Orbital gap   10.5957 eV
Spin multiplicity   1

Geometry (Å):
C  1.993  -0.913  -1.558
C  2.028  0.147  -0.560
C  -2.291  0.347  -1.360
C  -1.439  0.302  -0.043
C  0.866  0.181  0.334
N  2.162  -1.764  -2.298
N  3.063  0.862  -0.577
N  0.919  0.236  1.596
O  -1.376  -2.193  2.470
O  3.125  1.974  0.265
O  -0.198  0.216  -0.553
H  -1.954  -0.460  -2.010
H  -3.299  0.260  -0.977
H  -2.351  1.251  -2.009
H  -1.847  -0.459  0.564
H  -1.562  1.270  0.352
H  -1.306  -2.393  1.481
H  0.015  0.386  2.086
H  -0.554  -1.722  2.700
H  4.007  2.472  0.097


<2>
Density functional theory data (ωB97M-V/def2-TZVPD) for a cluster of 2 separate species, C5H9N3O3 in total.

## Properties
Charge   0
Orbital gap (alpha / beta)   5.7970 / 5.7987 eV
Spin multiplicity   1

Geometry (Å):
C  1.073  -1.667  -1.136
C  -0.313  -1.870  -1.432
C  1.141  -1.127  0.111
C  -1.033  -1.436  -0.355
C  -0.252  1.997  -0.773
N  -0.145  -0.979  0.579
N  0.237  1.942  0.578
N  -0.565  1.854  1.579
O  2.144  -0.694  0.917
O  -2.354  -1.375  -0.094
O  -0.441  -0.541  1.761
H  1.894  -1.931  -1.767
H  -0.717  -2.304  -2.321
H  0.225  2.825  -1.304
H  -0.018  1.076  -1.315
H  -1.330  2.138  -0.756
H  1.252  1.867  0.665
H  -0.086  1.793  2.474
H  1.716  -0.570  1.786
H  -2.429  -0.998  0.801


<3>
Density functional theory data (ωB97M-V/def2-TZVPD) for a cluster of 2 separate species, C5H9N3O3 in total.

## Properties
Charge   0
Orbital gap (alpha / beta)   6.3926 / 6.3933 eV
Spin multiplicity   1

Geometry (Å):
C  -2.413  0.202  1.466
C  -1.531  1.265  1.304
C  2.007  -2.391  0.510
C  2.041  -1.712  -0.574
C  -0.039  1.761  -0.492
N  -2.354  -0.651  0.449
N  -1.420  -0.194  -0.372
N  -1.022  1.079  0.007
O  0.999  -1.351  -1.320
O  0.170  2.929  0.149
O  0.541  1.514  -1.710
H  -3.032  0.133  2.413
H  -1.442  2.137  1.942
H  2.919  -2.499  1.046
H  -1.407  -0.571  -1.287
H  1.041  -2.754  0.713
H  3.095  -1.274  -0.778
H  0.112  -1.684  -1.154
H  0.608  3.368  -0.534
H  1.128  0.691  -1.778


<4>
Density functional theory data (ωB97M-V/def2-TZVPD) for the molecule C5H9N3O3.

## Properties
Charge   0
Orbital gap   8.8960 eV
Spin multiplicity   1

Geometry (Å):
C  2.205  1.138  -1.170
C  0.671  0.245  0.501
C  2.530  -0.212  -1.599
C  -0.538  0.563  1.254
C  -0.644  -0.263  -0.096
N  1.932  0.507  -2.461
N  -1.228  0.466  -1.200
N  -0.957  -1.629  0.051
O  1.536  -0.647  1.042
O  1.196  1.398  -0.198
O  3.098  -1.337  -1.344
H  3.004  1.892  -1.198
H  -0.565  0.001  2.103
H  -0.963  1.585  1.252
H  -0.616  1.232  -1.306
H  -1.162  0.038  -2.060
H  1.073  -1.462  0.843
H  -0.462  -2.115  -0.701
H  -2.028  -1.779  0.013
H  3.156  -1.881  -2.123


It is <4> that is the most stable of them.


<1>
Density functional theory data (ωB97M-V/def2-TZVPD) for the molecule C6H10O4.

## Properties
Charge   0
Orbital gap   10.0877 eV
Spin multiplicity   1

Geometry (Å):
C  0.443  0.755  0.952
C  -0.972  0.726  1.425
C  -1.543  0.474  0.000
C  -1.107  -0.845  -0.413
C  0.105  -0.490  -1.232
C  1.036  -0.184  -0.022
H  1.493  2.160  -0.027
H  1.106  0.649  1.818
H  -1.286  1.733  1.855
H  -1.270  -0.157  2.058
H  -1.324  1.272  -0.733
H  -1.048  -1.604  0.349
H  -0.014  0.216  -2.041
H  0.215  -1.842  -2.592
H  1.988  0.266  -0.425
H  2.083  -1.682  0.307
O  0.625  2.122  0.401
O  -2.463  -0.443  -0.585
O  0.698  -1.727  -1.794
O  1.235  -1.399  0.698


<2>
Density functional theory data (ωB97M-V/def2-TZVPD) for the molecule C6H10O4.

## Properties
Charge   0
Orbital gap (alpha / beta)   8.7572 / 5.4148 eV
Spin multiplicity   1

Geometry (Å):
C  -1.773  1.192  -0.207
C  -1.302  -0.182  -0.524
O  -1.606  -0.731  -1.699
O  -0.979  -1.056  0.394
H  -1.980  -0.069  -2.297
H  -1.052  1.708  0.431
H  -2.714  1.116  0.350
H  -1.931  1.787  -1.107
C  1.845  -0.400  -1.341
C  0.382  -0.571  1.003
C  1.058  0.388  -0.316
C  0.167  0.061  2.231
O  1.254  -1.651  0.965
O  1.167  1.587  -0.215
H  1.048  -2.204  1.729
H  1.306  -1.290  -1.663
H  2.783  -0.729  -0.890
H  2.066  0.247  -2.191
H  -0.703  0.676  2.390
H  0.963  0.118  2.958


It is <1> that is the most stable of them.


<1>
Density functional theory data (ωB97M-V/def2-TZVPD) for the ion C8H10N3 with charge +1.

## Properties
Charge   +1
Orbital gap (alpha / beta)   7.0575 / 7.0584 eV
Spin multiplicity   1

Geometry (Å):
C  0.772  -0.018  -1.644
C  1.094  1.249  -1.378
C  -0.074  -0.443  -0.525
C  -0.466  0.848  0.124
C  -0.865  -1.712  1.243
C  -1.103  -0.748  2.173
C  0.533  3.087  0.168
C  -0.186  -2.697  -0.820
N  -1.198  -0.005  3.106
N  0.342  1.729  -0.341
N  -0.332  -1.568  0.023
H  1.353  -0.697  -2.354
H  1.836  1.891  -2.005
H  -1.221  -2.738  1.456
H  -0.466  3.469  0.552
H  1.431  3.076  0.785
H  0.853  3.674  -0.705
H  0.799  -3.167  -0.805
H  -0.401  -2.412  -1.912
H  -0.906  -3.530  -0.560
H  -1.796  0.711  3.420


<2>
Density functional theory data (ωB97M-V/def2-TZVPD) for the ion C8H10N3 with charge +1.

## Properties
Charge   +1
Orbital gap   7.7226 eV
Spin multiplicity   1

Geometry (Å):
C  0.981  -2.212  0.673
C  -0.080  -2.326  -0.185
C  1.231  -1.080  1.504
C  -1.248  -0.207  -1.143
C  0.488  1.098  -1.898
C  -1.051  -1.149  -0.179
C  0.270  0.907  0.545
C  -0.802  1.845  0.768
N  0.816  0.080  1.358
N  -0.436  0.272  -2.098
N  0.982  1.381  -0.616
H  1.683  -3.000  0.899
H  -0.372  -3.197  -0.864
H  1.908  -1.294  2.368
H  -2.180  0.364  -1.055
H  0.781  1.643  -2.778
H  -1.880  -1.268  0.472
H  -1.843  1.675  0.581
H  -0.499  2.677  0.238
H  -0.762  2.226  1.887
H  2.014  1.565  -0.477


It is <2> that is the most stable of them.


<1>
Density functional theory data (ωB97M-V/def2-TZVPD) for a structure of composition C10H10F6N3O6S4ScTe4.

## Properties
Charge   -2
Orbital gap   4.8158 eV
Spin multiplicity   1

Geometry (Å):
Sc  -0.296  -0.519  -0.581
C  3.185  0.106  -1.418
O  2.060  0.812  -0.922
C  2.432  1.909  -0.118
C  1.221  2.795  0.025
O  0.124  2.042  0.498
C  -0.086  2.208  1.896
H  3.805  0.773  -2.027
H  2.817  -0.707  -2.035
H  3.775  -0.304  -0.595
H  3.230  2.474  -0.617
H  2.789  1.555  0.857
H  0.945  3.205  -0.951
H  1.433  3.626  0.705
H  -0.537  3.189  2.083
H  0.851  2.114  2.449
H  -0.758  1.422  2.223
Te  -0.817  1.018  -2.548
Te  -1.092  3.283  -4.477
Te  -1.199  5.531  -5.983
Te  -2.730  2.787  -2.165
F  0.613  -1.768  4.286
C  0.358  -0.630  3.528
F  1.443  0.157  3.798
F  -0.690  -0.047  4.185
S  -0.122  -1.641  1.716
O  1.145  -1.120  0.984
O  -1.165  -0.577  1.250
N  -0.631  -2.769  0.199
S  0.500  -3.100  -0.785
O  0.825  -1.868  -1.649
O  0.328  -4.260  -1.617
C  2.116  -3.541  0.120
F  3.120  -2.673  0.000
F  2.562  -4.705  -0.392
F  1.870  -3.776  1.410
S  -2.886  1.273  0.080
C  -3.227  -0.238  -0.685
S  -2.156  -0.999  -1.999
C  -4.357  -0.948  -0.373
C  -5.289  -0.470  0.601
N  -6.055  -0.103  1.378
C  -4.625  -2.240  -0.937
N  -4.826  -3.277  -1.395


<2>
Density functional theory data (ωB97M-V/def2-TZVPD) for a structure of composition C10H10F6N3O6S4ScTe4.

## Properties
Charge   -2
Orbital gap   4.7460 eV
Spin multiplicity   1

Geometry (Å):
Sc  0.548  0.719  -0.137
C  -0.296  -1.876  2.977
O  -0.898  -1.044  2.002
C  -2.082  -1.552  1.446
C  -1.828  -2.414  0.224
O  -0.891  -1.768  -0.608
C  -0.755  -2.437  -1.855
H  -1.011  -2.095  3.780
H  0.556  -1.333  3.377
H  0.073  -2.811  2.542
H  -2.676  -0.683  1.161
H  -2.652  -2.143  2.176
H  -2.783  -2.563  -0.300
H  -1.419  -3.397  0.494
H  -1.534  -2.119  -2.553
H  -0.814  -3.521  -1.709
H  0.216  -2.182  -2.275
Te  2.396  -1.145  0.609
Te  2.101  -3.865  0.101
Te  5.429  -5.885  2.808
Te  4.278  -3.587  1.990
F  0.031  3.382  -1.445
C  -1.068  3.785  -0.847
F  -0.815  4.991  -0.315
F  -2.058  3.930  -1.707
S  -1.685  2.755  0.638
O  -1.464  1.310  0.585
O  -3.039  3.185  0.691
N  -0.736  3.350  1.788
S  0.649  2.606  1.958
O  1.429  2.568  0.697
O  0.605  1.326  2.599
C  1.554  3.795  3.035
F  0.898  3.952  4.179
F  2.759  3.304  3.272
F  1.662  4.974  2.434
S  -0.914  0.739  -2.446
C  0.596  0.326  -3.178
S  1.928  0.199  -2.053
C  0.694  -0.216  -4.450
C  -0.466  -0.468  -5.239
N  -1.407  -0.676  -5.874
C  1.947  -0.564  -5.034
N  2.944  -0.851  -5.538


It is <2> that is the most stable of them.